Here is C26H18Cl5N5OS2Zr as an isolated structure from the OMol25 dataset. Energies are from wB97M-V/def2-TZVPD.

Cartesian coordinates (Å):
Zr 0.6301 0.1423 0.2465
C -1.3218 0.0533 -2.2588
N -1.2578 -0.5944 -0.9405
C -1.2517 -2.0594 -1.0792
C 0.0909 -2.5131 -1.6495
N 1.2047 -2.0664 -0.8006
C 2.4044 -1.8699 -1.6319
C 1.5556 -2.9096 0.3298
C 1.2921 -4.2709 0.3666
C 1.7482 -5.0605 1.4084
C 2.4745 -4.4900 2.4391
C 2.7424 -3.1367 2.4194
C 2.3006 -2.3259 1.3740
S 2.7673 -0.6295 1.3743
C -2.2852 -0.1610 -0.0093
C -3.4554 0.4699 -0.4063
C -4.3801 0.9028 0.5318
C -4.1515 0.7037 1.8820
C -3.0089 0.0456 2.2915
C -2.0633 -0.3953 1.3673
S -0.6540 -1.2792 1.9245
H -2.1305 -0.3673 -2.8722
H -0.3710 -0.0795 -2.7848
H -1.4861 1.1254 -2.1343
H -2.0695 -2.3833 -1.7424
H -1.4046 -2.5145 -0.0928
H 0.2290 -2.0530 -2.6313
H 0.0802 -3.5992 -1.7908
H 2.5355 -2.6938 -2.3511
H 3.2823 -1.8545 -0.9625
H 2.9227 -0.4607 -3.1016
H 0.7335 -4.7470 -0.4232
H 1.5382 -6.1163 1.3968
H 2.8358 -5.0979 3.2553
H 3.3088 -2.6697 3.2108
H -3.6672 0.6368 -1.4514
H -5.2785 1.3953 0.1933
H -4.8637 1.0480 2.6148
H -2.8202 -0.1424 3.3369
Cl -0.7319 6.9433 2.4505
C -0.6379 5.4148 1.6834
C -0.1997 4.3002 2.4005
Cl 0.2259 4.4415 4.0458
C -0.0972 3.0785 1.7555
Cl 0.5789 1.6697 2.4744
C -0.4714 2.9153 0.4111
O -0.3568 1.7650 -0.1750
C -0.9386 4.0491 -0.2764
Cl -1.3789 3.8303 -1.9165
C -0.9825 5.2922 0.3359
Cl -1.4450 6.6757 -0.5602
N 2.2645 -0.6097 -2.3368
C 1.9634 0.4451 -1.5177
C 2.3852 1.7211 -1.8422
C 3.0604 2.0084 -3.0434
N 3.5724 2.0986 -4.0697
C 2.2478 2.6544 -0.8026
N 2.1856 3.3244 0.1343

Its energy relative to the best compared isomer or geometry (same formula, charge and spin) is 0.807 eV. As for the HOMO energy: -0.2922 hartree.

Here is C26H18F16N8O4S3Sc as an isolated structure from the OMol25 dataset. Energies are from wB97M-V/def2-TZVPD.

Cartesian coordinates (Å):
Sc -0.2821 0.0997 0.2202
C 1.3970 -2.8517 -0.4754
N 0.2904 -2.3745 0.3659
C -0.9440 -3.0893 -0.0422
C -1.6659 -2.3122 -1.1148
N -1.9465 -0.9756 -0.6089
C -3.2666 -0.5925 -0.7499
C -4.3221 -1.2829 -0.1444
F -4.0525 -2.3743 0.5942
C -5.6421 -0.8827 -0.2349
F -6.6079 -1.5802 0.3808
C -5.9660 0.2574 -0.9473
F -7.2401 0.6684 -1.0378
C -4.9551 0.9658 -1.5694
F -5.2566 2.0740 -2.2665
C -3.6446 0.5334 -1.4842
F -2.7124 1.2583 -2.1146
C 0.5605 -2.6835 1.7790
C -0.3429 -1.8741 2.6867
N -0.2060 -0.4613 2.3608
C -0.5325 0.3830 3.3937
C -1.4841 0.1115 4.3892
F -2.2012 -1.0304 4.3453
C -1.7910 0.9910 5.4142
F -2.7175 0.6545 6.3235
C -1.1747 2.2216 5.4880
F -1.4666 3.0850 6.4746
C -0.2410 2.5444 4.5190
F 0.3857 3.7290 4.5756
C 0.0673 1.6491 3.5193
F 0.9907 2.0325 2.6222
H 1.6321 -3.8988 -0.2423
H 2.2923 -2.2504 -0.3310
H 1.1190 -2.8009 -1.5254
H -1.6046 -3.1617 0.8187
H -0.6814 -4.1093 -0.3578
H -2.5787 -2.8520 -1.3896
H -1.0584 -2.2746 -2.0292
H 1.6030 -2.4578 1.9992
H 0.4324 -3.7628 1.9530
H -0.0460 -2.0779 3.7241
H -1.3718 -2.2403 2.5962
N -2.9019 3.8111 -0.4217
C -1.8727 2.9755 -0.1256
S -2.1506 1.7441 1.0528
N -0.7387 3.2175 -0.7452
N 0.2160 2.3207 -0.3685
C 1.4263 2.6437 -0.5926
C 2.4804 1.7566 -0.1091
C 3.8028 2.1789 -0.1202
C 4.7616 1.3954 0.4941
C 4.3622 0.2197 1.1005
C 3.0240 -0.1335 1.0436
N 2.0919 0.5939 0.4402
H -3.8238 3.5152 -0.1556
H -2.7989 4.3779 -1.2475
H 1.6785 3.5975 -1.0478
H 4.0555 3.1207 -0.5878
H 5.7999 1.7000 0.4974
H 5.0618 -0.4298 1.6073
H 2.6789 -1.0279 1.5359
F 1.5891 2.1481 -3.3572
C 0.8859 1.1858 -3.9565
F 1.3223 1.0587 -5.2073
F -0.3929 1.5346 -3.9764
S 1.0809 -0.4170 -3.0611
O 0.4265 -0.1070 -1.7977
O 0.4471 -1.3898 -3.8968
N 2.6035 -0.6047 -2.8260
S 3.4788 -1.4841 -3.8420
O 3.2607 -1.1812 -5.2230
O 3.5839 -2.8477 -3.4192
C 5.1262 -0.7468 -3.4533
F 5.5527 -1.1237 -2.2487
F 6.0024 -1.1927 -4.3581
F 5.1120 0.5834 -3.5046

Its energy relative to the best compared isomer or geometry (same formula, charge and spin) is 0.339 eV. As for the HOMO energy: -0.1890 hartree. The total charge is -1.

Here is C26H18N4O3SbSe4V as an isolated structure from the OMol25 dataset. Energies are from wB97M-V/def2-TZVPD.

Cartesian coordinates (Å):
V 0.8825 -0.2411 -0.5733
O -1.8312 2.2703 2.4082
C -1.4583 3.1883 1.5052
C -2.2084 4.3633 1.4200
C -1.8290 5.3770 0.5582
C -0.6975 5.2382 -0.2417
C 0.0181 4.0506 -0.1981
C -0.3510 3.0135 0.6552
C 0.4134 1.7375 0.5953
O 1.3128 1.5774 -0.3213
N 0.1454 0.8321 1.5504
N 0.9479 -0.2783 1.3464
C 1.2894 -1.1381 2.2331
C 2.3398 -2.0462 1.8289
C 2.4868 -3.3450 2.3371
C 3.4428 -4.1946 1.8321
C 4.3318 -3.7241 0.8466
C 4.2784 -2.4254 0.4003
C 3.2430 -1.5529 0.8156
O 3.0680 -0.3945 0.2724
H -1.1883 1.5141 2.3308
H -3.0879 4.4527 2.0452
H -2.4197 6.2852 0.5105
H -0.3800 6.0357 -0.9018
H 0.8855 3.9043 -0.8279
H 0.8974 -1.0772 3.2467
H 1.7761 -3.7003 3.0796
H 3.4805 -5.2294 2.1532
H 5.0305 -4.4036 0.3755
H 4.9564 -2.0718 -0.3653
C -1.2952 2.3346 -3.0263
C -0.3111 1.3782 -2.8881
N -0.3630 0.4378 -1.9400
C -1.4753 0.4129 -1.1398
C -2.5453 1.3400 -1.2394
C -2.4120 2.3315 -2.1842
C -3.6959 1.1500 -0.3838
C -3.7805 0.1082 0.4572
C -2.7276 -0.8850 0.5416
C -2.7644 -2.0284 1.3111
C -1.7310 -2.9656 1.2001
C -0.6489 -2.7257 0.3810
N -0.5361 -1.5712 -0.2919
C -1.5811 -0.6986 -0.2572
H -1.1794 3.0918 -3.7897
H 0.5578 1.3410 -3.5299
H -3.1798 3.0924 -2.2770
H -4.5134 1.8588 -0.4594
H -4.6694 -0.0298 1.0624
H -3.6043 -2.1987 1.9756
H -1.7626 -3.8985 1.7477
H 0.1526 -3.4376 0.2307
Se 2.1980 -5.4891 -2.4351
Sb 2.9083 -3.3083 -3.2889
Se 1.7735 -1.5557 -1.8665
Se 2.0561 -2.9032 -5.5444
Se 5.3546 -3.1994 -3.2828

As for the HOMO energy (alpha / beta): -0.0410 / -0.0410 hartree. The total charge is -2.

Here is C26H19AuFN4O8S as an isolated structure from the OMol25 dataset. Energies are from wB97M-V/def2-TZVPD.

Cartesian coordinates (Å):
Au 0.9882 -0.2127 0.7866
O -5.7682 3.6260 2.1608
C -5.2544 2.9739 3.2081
O -5.8392 2.9291 4.2515
C -3.9176 2.2939 3.0368
C -3.2604 2.1327 1.8243
C -2.0532 1.4612 1.7816
C -1.4760 0.9366 2.9292
C -2.1212 1.1308 4.1550
C -3.3316 1.7889 4.1970
N -0.2567 0.2454 2.7756
C 0.1690 -0.5309 3.6878
C 1.4172 -1.2665 3.5659
C 1.9500 -1.9184 4.6704
C 3.1263 -2.6357 4.5349
C 3.7334 -2.6918 3.2917
C 3.1515 -2.0105 2.2355
N 2.0275 -1.3136 2.3727
H -5.1998 3.6353 1.3836
H -3.6738 2.5209 0.9017
H -1.5324 1.2941 0.8552
H -1.6864 0.7908 5.0849
H -3.8580 1.9317 5.1301
H -0.3865 -0.6977 4.6072
H 1.4367 -1.8563 5.6202
H 3.5557 -3.1478 5.3848
H 4.6418 -3.2553 3.1380
H 3.6048 -2.0246 1.2556
F -4.8839 1.5119 -2.3276
C -3.5928 1.3684 -2.0576
C -3.0004 0.1695 -2.1406
N -1.6621 -0.0085 -1.8673
C -1.0789 -1.3323 -1.9386
C -1.2542 -2.1463 -0.5488
O -1.5876 -3.3055 -0.6893
O -0.9997 -1.4358 0.4675
C -0.9161 1.0227 -1.3994
O 0.2774 0.8883 -1.0454
N -1.5216 2.2391 -1.3545
C -2.8714 2.5477 -1.6065
O -3.3107 3.6491 -1.4007
H -3.5631 -0.7092 -2.4238
H -0.0065 -1.2462 -2.0919
H -1.5414 -1.9163 -2.7277
H -0.9527 3.0037 -1.0149
O 3.1173 -1.4743 -7.1397
C 4.0598 -0.9935 -6.3211
O 5.1679 -0.7673 -6.7045
C 3.6796 -0.7526 -4.8846
C 2.7750 -1.5612 -4.1956
C 2.5374 -1.3562 -2.8518
C 3.2241 -0.3390 -2.1728
S 3.1691 -0.1747 -0.4590
C 4.1201 0.4903 -2.8729
C 4.3479 0.2743 -4.2109
H 2.2477 -1.5424 -6.7302
H 2.2749 -2.3851 -4.6900
H 1.8546 -2.0059 -2.3193
H 4.6432 1.2806 -2.3511
H 5.0606 0.8776 -4.7562

Its energy relative to the best compared isomer or geometry (same formula, charge and spin) is 1.462 eV. The spin multiplicity is 3. As for the HOMO energy (alpha / beta): -0.4188 / -0.4189 hartree. The total charge is +1.

Here is C26H19N2O3Zn as an isolated structure from the OMol25 dataset. Energies are from wB97M-V/def2-TZVPD.

Cartesian coordinates (Å):
Zn -0.0178 0.0613 -0.2544
C -0.1150 4.2653 0.8491
C 0.3373 3.0505 0.3311
N -0.3568 1.9314 0.4386
C -1.5542 1.9569 1.0742
C -2.0899 3.1340 1.6164
C -1.3289 4.3105 1.4879
C -3.3624 3.0970 2.2705
C -4.0557 1.9416 2.3753
C -3.5344 0.7223 1.8371
C -4.2108 -0.5091 1.9260
C -3.6403 -1.6369 1.3913
C -2.3973 -1.5407 0.7621
N -1.7450 -0.3959 0.6650
C -2.2908 0.7265 1.1904
H 0.4946 5.1500 0.7351
H 1.2857 2.9907 -0.1874
H -1.7118 5.2388 1.8925
H -3.7553 4.0187 2.6796
H -5.0172 1.9168 2.8712
H -5.1755 -0.5502 2.4156
H -4.1346 -2.5960 1.4462
H -1.9190 -2.4090 0.3262
O 1.6197 -0.7849 0.5027
C 2.3827 -1.4672 -0.5759
C 1.6833 -1.1474 -1.9415
O 2.2129 -1.5122 -2.9559
O 0.5232 -0.5426 -1.8650
C 2.3483 -2.9520 -0.2657
C 1.7759 -3.8778 -1.1295
C 1.7307 -5.2221 -0.7839
C 2.2540 -5.6509 0.4250
C 2.8245 -4.7319 1.2946
C 2.8731 -3.3921 0.9491
C 3.7701 -0.8501 -0.6249
C 4.9319 -1.6079 -0.6395
C 6.1700 -0.9824 -0.7040
C 6.2578 0.3989 -0.7554
C 5.0989 1.1638 -0.7620
C 3.8662 0.5397 -0.7011
H 2.2130 -0.6789 1.2552
H 1.3821 -3.5591 -2.0854
H 1.2906 -5.9328 -1.4708
H 2.2289 -6.7015 0.6832
H 3.2381 -5.0625 2.2384
H 3.3420 -2.6900 1.6312
H 4.8738 -2.6878 -0.6188
H 7.0720 -1.5796 -0.7211
H 7.2241 0.8830 -0.8035
H 5.1605 2.2421 -0.8335
H 2.9590 1.1333 -0.7468

Its energy relative to the best compared isomer or geometry (same formula, charge and spin) is 0.092 eV. As for the HOMO energy: -0.4233 hartree. The total charge is +1.

Here is C26H19N4O6PtS as an isolated structure from the OMol25 dataset. Energies are from wB97M-V/def2-TZVPD.

Cartesian coordinates (Å):
Pt 0.2270 -0.1412 -0.3793
O -2.9260 1.6270 1.6656
C -2.2776 0.7490 1.1461
N -1.3984 1.0068 0.0725
C -1.6628 1.9895 -0.8322
C -2.9152 2.6311 -0.9819
C -3.0520 3.6104 -1.9194
C -1.9675 4.0104 -2.7514
C -0.7529 3.4031 -2.6668
C -0.5772 2.3607 -1.7239
N 0.5244 1.6220 -1.5431
C 1.7559 1.7720 -2.1144
O 2.0849 2.5556 -2.9778
C 2.7758 0.8275 -1.5004
C 4.1010 0.9029 -1.8777
C 5.0102 0.0309 -1.2966
C 4.5669 -0.8894 -0.3602
C 3.2241 -0.9101 -0.0291
N 2.3550 -0.0642 -0.5865
C -2.2846 -0.6173 1.7294
C -2.4252 -0.7200 3.0969
C -2.2477 -1.9141 3.7700
C -1.8707 -3.0509 3.0165
C -1.7714 -2.9952 1.6734
N -2.0562 -1.8006 0.9764
H -3.7407 2.3495 -0.3498
H -4.0098 4.1000 -2.0330
H -2.1189 4.8036 -3.4710
H 0.0738 3.6816 -3.3005
H 4.3882 1.6411 -2.6130
H 6.0556 0.0698 -1.5721
H 5.2450 -1.5837 0.1142
H 2.8206 -1.6116 0.6880
H -2.6347 0.1994 3.6256
H -2.3513 -1.9687 4.8427
H -1.6674 -3.9951 3.5011
H -1.5376 -3.8535 1.0701
O -2.9697 -0.9863 -0.9694
C -2.3598 -1.8142 -0.3637
C 0.5687 0.7729 -5.8894
C 0.2942 -0.2781 -4.8547
C -1.0027 -0.5752 -4.4522
C -1.2587 -1.5139 -3.4596
C -0.1826 -2.1589 -2.8764
C 1.1305 -1.9162 -3.2819
C 1.3553 -0.9819 -4.2711
S -0.3590 -3.1518 -1.4416
O -0.1707 -4.5350 -1.6676
O -1.9001 -2.9841 -1.0215
O 0.4336 -2.5111 -0.4015
H -0.3511 1.2448 -6.2293
H 1.0697 0.3374 -6.7552
H 1.2232 1.5461 -5.4822
H -1.8360 -0.0559 -4.9086
H -2.2713 -1.7082 -3.1410
H 1.9576 -2.4431 -2.8214
H 2.3695 -0.7838 -4.5972

Its energy relative to the best compared isomer or geometry (same formula, charge and spin) is 0.386 eV. The spin multiplicity is 5. As for the HOMO energy (alpha / beta): -0.3601 / -0.4351 hartree. The total charge is +1.

no.,total energy (Ha)
1,-4495.1079
2,-5293.9372
3,-12236.3705
4,-2456.6379
5,-3116.6478
6,-2189.8525